[1]
Here is a molecular structure, C21H49N7O7Pt at a distorted geometry from the Open Molecules 2025 dataset. Energies are from wB97M-V/def2-TZVPD.

Geometry as XYZ:
```
85
Properties=species:S:1:pos:R:3:forces:R:3:lowdin_spin:R:1
Pt 0.0575 0.0908 0.0322 -1.0 1.2 0.6 1.674
O 1.1887 1.8500 0.7729 -0.6 0.6 0.3 0.050
O -1.4796 1.6356 -0.4767 -1.6 0.6 0.1 0.051
O 0.6647 -1.9634 -1.1023 -0.3 0.7 0.3 0.000
O 0.8570 0.6938 -1.8390 1.3 0.2 0.5 0.053
O 1.7995 -0.7566 1.0461 2.0 -1.9 1.2 0.045
O -1.7704 -1.1849 -0.2151 -1.2 -0.7 0.0 0.034
O -0.5668 0.1353 2.1388 0.8 -0.5 -2.5 0.044
N 1.7836 1.5318 -3.6396 2.3 0.4 0.5 0.000
N -3.2838 2.8222 -1.0783 -0.4 0.6 -0.6 0.000
N 1.5000 3.5319 2.2225 -1.2 0.5 1.3 -0.001
N -2.9168 -2.9853 0.2981 -1.9 -3.3 2.9 0.006
N 2.5411 -2.6117 2.1578 0.3 -0.7 -0.2 -0.001
N 2.3892 -3.0927 -2.0015 1.3 -2.2 -1.4 0.000
N -2.2834 0.4659 3.4654 -0.2 -0.4 1.8 -0.001
C -2.6120 -2.9913 1.7540 0.4 0.1 -1.1 0.000
C 4.0596 -0.7966 1.7419 0.0 -0.2 0.0 0.002
C -1.0391 3.7589 -1.3431 -0.6 1.5 0.1 -0.001
C 2.6947 -1.4229 1.6221 -0.1 2.3 -0.9 0.007
C 1.2671 -3.2148 2.2471 -1.8 -0.7 1.1 0.000
C -2.5280 -2.1217 -0.5456 2.7 3.4 -3.0 0.009
C 0.2602 -4.0742 -2.0844 -0.6 -1.2 0.6 0.000
C 3.4449 -2.1499 -2.0636 -0.1 1.6 1.6 0.000
C -0.0320 -0.0177 4.4090 -1.6 -0.9 0.4 0.000
C 1.1253 -2.9346 -1.6339 -0.2 -1.2 -1.6 0.000
C -0.3967 0.2634 -3.8075 1.4 0.6 -0.9 -0.001
C 1.8728 2.7569 1.2363 0.6 -1.8 -1.5 0.007
C -4.3153 1.8465 -0.7920 -0.7 0.0 1.1 0.000
C -1.9984 2.6907 -0.9075 3.7 -2.5 0.0 0.008
C 0.1442 3.5419 2.8762 1.2 0.8 0.4 0.000
C 1.9305 2.1897 -4.9139 -1.6 0.8 -0.2 0.001
C 0.8097 0.8801 -3.0408 -2.9 -1.0 -1.1 0.007
C -3.1894 0.9215 2.4694 -0.5 0.7 -0.9 0.000
C -1.0142 0.1182 3.2421 0.6 0.8 2.0 0.006
C -2.9634 -2.2634 -2.0097 -0.6 -0.1 0.4 0.000
C 3.2393 2.9081 0.6255 -0.2 1.0 0.0 0.000
H -3.8063 0.1250 2.0533 -0.1 0.0 0.1 0.000
H -2.4315 -1.6203 -2.7107 0.3 -0.1 0.5 0.000
H -0.2344 -0.8129 -3.7505 -0.3 -0.1 0.3 0.000
H -0.0432 3.4713 -1.6800 -0.4 -0.8 -0.1 0.000
H 2.5087 1.7938 -2.9872 0.0 -0.2 0.2 0.000
H -4.0096 -1.9658 -2.0809 -0.2 0.0 0.0 0.000
H 3.8537 -2.1191 -1.0536 0.6 0.5 0.0 0.000
H -0.3552 0.5046 -4.8697 0.1 0.1 -0.1 0.000
H -4.9368 1.6095 -1.6555 -0.1 0.5 0.1 0.000
H -4.8436 2.2766 0.0589 -0.9 0.0 -0.4 0.000
H 3.5878 3.9342 0.7426 0.5 -0.1 0.2 0.000
H -2.6767 1.3983 1.6340 0.4 -0.3 0.0 0.000
H 2.7132 2.9483 -4.9135 0.5 -0.7 0.2 0.000
H 0.5801 0.8832 4.4516 -0.1 -0.2 0.1 0.000
H -0.2928 4.5154 2.6537 -0.3 -0.2 -0.1 0.000
H 3.2887 -3.0129 2.7057 0.0 0.2 -0.2 0.000
H -0.2198 -4.4773 -1.1927 -0.3 0.0 0.0 0.000
H -2.6141 0.4574 4.4197 0.1 0.0 -0.1 0.000
H 0.7787 -4.9195 -2.5369 0.2 0.2 0.0 0.000
H 1.9897 1.4973 -5.7537 0.0 0.3 0.0 0.000
H 4.7370 -1.2821 2.4443 -0.2 -0.1 0.1 0.000
H -0.5450 2.7200 2.6822 0.6 0.0 -0.8 0.000
H 1.3477 -4.2553 2.5617 0.1 0.0 -0.3 0.000
H 2.1874 4.2162 2.5040 -0.4 0.1 0.3 0.000
H 4.2655 -2.3070 -2.7636 -0.5 -0.5 -0.2 0.000
H 0.5638 -0.9285 4.3488 0.2 0.3 -0.5 0.000
H 0.2897 3.5297 3.9563 0.2 0.0 0.0 0.000
H 3.1042 2.7399 -0.4429 0.2 -0.2 0.1 0.000
H -3.5896 -3.6630 -0.0308 0.1 -0.1 0.1 0.000
H 4.5311 -0.8593 0.7612 0.0 0.4 0.0 0.000
H -3.8129 1.7117 2.8877 -0.2 -0.3 0.2 0.000
H 3.8821 0.2333 2.0517 0.3 0.0 -0.2 0.000
H -1.5630 -3.2527 1.8932 0.0 0.1 0.0 0.000
H 1.0600 2.8458 -4.9194 -0.3 -0.1 -1.1 0.000
H 0.7086 -2.7234 3.0438 -0.2 0.0 0.2 0.000
H 2.6433 -4.0329 -2.2689 -0.2 0.2 -0.2 0.000
H -3.5329 3.7417 -1.4138 -0.6 -0.2 0.0 0.000
H -2.7615 -1.9808 2.1342 -0.2 -0.3 0.2 0.000
H 0.5939 -3.1155 1.3956 0.7 0.0 -0.5 0.000
H -1.5246 4.3791 -2.0966 0.2 0.2 -0.1 0.000
H -0.8079 4.3978 -0.4908 -0.3 0.2 0.2 0.000
H 3.9176 2.1659 1.0465 0.1 0.2 -0.1 0.000
H -0.6257 -0.2030 5.3042 0.2 0.6 0.4 0.000
H -0.5344 -3.7906 -2.7745 0.2 0.4 0.1 0.000
H -1.3945 0.5596 -3.4837 0.4 0.0 0.6 0.000
H -4.0504 0.8783 -0.3673 1.3 0.2 -0.4 0.000
H -2.9366 -3.2972 -2.3542 0.1 0.0 0.1 0.000
H 2.9620 -1.1900 -2.2461 0.3 0.3 0.0 0.000
H -3.1913 -3.7766 2.2397 -0.2 0.4 -0.1 0.000
```
Positions in Å, forces in eV/Å.

Its orbital gap (spin up / spin down) is 0.345 / 0.337 Ha. As for the spin multiplicity: 3. As for the energy above the lowest of the compared OMol25 structures with the same formula, charge and spin: 34.8 kcal per mole. The total charge is +2. Its calculated total energy is -1858.35447 hartree. The highest occupied orbital energy (spin up / spin down) comes out at -13.18 / -13.08 eV.

[2]
Here is a single C4H4N2O2 molecule at a distorted geometry from the Open Molecules 2025 dataset. Energies are from wB97M-V/def2-TZVPD.

Geometry as XYZ:
```
12
Properties=species:S:1:pos:R:3:forces:R:3:nbo_charge:R:1
O -0.0111 -2.4771 -0.0537 0.6 -2.4 -0.3 -0.465
O -0.6518 -0.8384 1.5530 0.6 -2.7 -2.9 -0.513
N -0.3801 0.9499 0.1771 -0.3 0.0 -1.5 -0.441
N -0.8893 1.0722 2.5563 -1.1 0.0 -2.2 -0.551
C 0.0822 -0.0545 -0.5042 -2.5 0.9 4.9 0.195
C 0.8405 0.1108 -1.6284 -1.5 -0.7 -7.0 -0.679
C -0.8338 0.5157 1.4057 2.5 -2.9 3.2 0.597
C -0.0825 -1.3729 0.2623 -2.4 4.6 2.4 0.743
H 0.5792 1.0945 -2.1972 1.4 -1.6 1.4 0.271
H -0.9640 1.9948 2.2147 -0.1 2.5 0.6 0.331
H 0.5280 -0.7425 -2.4299 0.6 1.7 1.7 0.248
H 1.7826 -0.2525 -1.3559 2.2 0.4 -0.2 0.264
```
Positions in Å, forces in eV/Å.

Its orbital gap is 0.346 Ha. As for the energy above the lowest of the compared OMol25 structures with the same formula, charge and spin: 60.0 kcal per mole. Its calculated total energy is -414.75056 hartree. As for the structure (SMILES): [H]/N=C1\N=C(C)C(=O)O1. The highest occupied orbital energy comes out at -10.52 eV.

[3]
Here is 5 unconnected molecules or ions with the total composition C38H57BrF4O16S4 at a distorted geometry from the Open Molecules 2025 dataset. Energies are from wB97M-V/def2-TZVPD.

Geometry as XYZ:
```
120
Properties=species:S:1:pos:R:3:forces:R:3:lowdin_charge:R:1
Br 6.3424 2.9223 1.1581 -1.9 0.6 -0.8 0.726
S 0.2968 -0.0695 7.0256 0.0 -0.4 0.2 0.590
S -5.0475 -4.2059 -9.3875 -0.3 0.4 0.2 0.603
S -1.0759 -3.9475 -3.2689 -0.3 0.8 0.0 0.613
S 0.1885 -4.9114 1.9764 -0.1 -0.9 0.1 0.593
F -0.2322 9.0167 1.2230 -1.8 -1.8 -1.7 0.013
F -1.6571 7.8383 -1.8912 2.3 -0.3 1.6 0.040
F -1.3983 7.0348 1.2282 0.3 2.7 -1.8 0.007
F 0.3751 8.8297 -1.4593 -2.2 -2.3 0.9 0.058
O 1.6120 -4.7132 2.0741 -0.6 0.3 -0.3 -0.290
O -1.0292 0.4306 6.7663 0.7 0.1 0.0 -0.290
O -1.6320 -4.7693 -2.2235 0.4 0.0 -0.6 -0.292
O -0.7804 2.8134 -1.2759 3.4 3.2 1.0 0.026
O 4.3299 6.4810 2.1276 0.8 -1.7 -0.4 -0.189
O 1.4701 0.5889 6.5178 -0.6 0.1 0.3 -0.282
O -0.0850 0.4791 -3.0159 0.4 0.0 0.6 -0.133
O -2.2860 -3.3331 -4.1495 0.8 0.1 0.6 -0.258
O -0.0545 -4.4387 -4.1559 -0.5 -0.2 0.4 -0.277
O -4.7902 -5.1217 -8.3045 0.0 0.2 -0.7 -0.294
O -4.6159 -4.4781 -10.7322 -0.2 -0.3 0.6 -0.275
O 0.4698 -0.2936 8.6193 -0.1 -0.4 -0.8 -0.265
O 2.0635 7.2846 0.3513 -1.3 -4.3 -1.8 0.053
O -0.0946 -6.3926 1.3952 0.0 0.8 1.0 -0.259
O -6.6251 -3.8470 -9.4033 0.9 0.3 0.1 -0.265
O -0.6641 -3.9711 1.2969 0.6 -0.1 0.0 -0.291
C 1.5376 -6.6256 -0.4096 0.2 0.1 0.1 -0.072
C -3.8110 -5.2188 -4.4274 0.0 -0.2 0.2 -0.071
C 0.0460 3.7499 -1.0255 -2.4 -1.7 -0.4 -0.214
C 4.4028 5.5454 3.2314 -1.2 0.0 1.7 -0.210
C 3.8067 4.6325 0.4299 -0.7 -2.3 -0.2 -0.066
C 4.7100 5.8776 0.8697 -0.6 0.9 -1.0 -0.196
C 0.3422 -1.7702 6.5369 0.0 -0.1 0.1 -0.119
C -0.5447 7.8368 -1.0026 0.8 0.0 1.0 -0.277
C 2.8637 5.2805 3.7083 1.1 0.8 -0.2 -0.209
C -0.5224 -2.4333 -2.5375 0.0 -0.1 -0.2 -0.120
C 0.0736 -6.6149 -0.0098 0.3 0.0 -1.2 -0.254
C 2.1522 6.7121 3.8899 -0.1 -0.1 0.0 -0.115
C -0.5641 5.2301 -1.2292 2.0 2.0 0.8 0.095
C 4.4686 3.2014 0.4967 -4.1 0.0 -1.5 -0.401
C 1.7344 -0.8983 1.8908 -0.7 2.0 1.2 -0.045
C 1.5346 3.4995 -0.5089 2.3 0.6 0.7 0.032
C 0.2394 -0.7739 2.3231 2.5 3.3 1.2 -0.067
C 0.1324 6.3912 -0.8215 -0.3 -3.1 -1.5 -0.011
C 0.6957 0.8517 9.4446 0.0 0.9 0.5 -0.266
C -0.5562 1.6965 9.5949 -0.2 0.1 -0.2 -0.078
C -7.5342 -4.8085 -9.9456 -0.5 -0.8 -0.3 -0.265
C 3.6830 1.9082 0.0417 -0.7 3.3 -0.5 -0.121
C 1.2655 0.7564 -2.5788 0.4 0.3 0.0 -0.217
C 2.8273 0.1706 2.1960 -3.6 0.4 1.6 -0.167
C 2.3479 1.4122 3.0370 -2.5 -2.1 -0.6 -0.015
C -7.7099 -6.0027 -9.0257 0.2 -0.2 0.2 -0.078
C -2.9321 -4.1823 -5.1021 -0.5 -0.8 -0.5 -0.263
C -4.4441 -2.6125 -8.9057 -0.1 0.1 0.0 -0.123
C -0.2202 0.4905 3.1379 3.8 -0.6 -1.2 -0.063
C 1.5848 6.2167 -0.1372 0.4 3.1 1.1 -0.180
C 4.3651 0.0474 1.6943 -1.2 0.5 0.6 -0.162
C 0.8593 1.5776 3.5052 0.9 -3.3 -2.2 -0.057
C -0.4367 -5.1732 3.6119 -0.1 -0.1 0.0 -0.114
C 2.3166 4.7974 -0.0534 1.2 -3.2 -0.3 0.037
C 4.4475 0.5144 0.1297 -0.2 -0.1 0.9 -0.184
C 2.2007 2.0748 -0.4696 1.9 1.8 0.9 -0.026
C -1.1555 8.2337 0.4606 0.8 0.6 1.0 -0.138
C 1.4438 0.7655 -0.9674 -0.6 0.4 -0.3 -0.129
H 1.6038 1.7657 -3.0142 -0.6 -1.4 0.7 0.124
H 2.8368 7.3508 4.5668 -1.3 -1.0 -0.9 0.086
H 2.8877 4.7849 4.7387 -0.1 0.3 -1.5 0.108
H 1.6491 -6.8756 -1.4671 -0.1 0.0 0.1 0.084
H 1.9428 -0.0416 -3.0738 -0.9 1.2 1.0 0.126
H -1.3576 -1.9645 -2.0189 0.0 -0.1 -0.1 0.080
H -0.3646 -7.5905 -0.2330 -0.1 0.1 0.4 0.127
H -6.7794 -6.5632 -8.9206 -0.1 0.0 0.0 0.067
H -0.5267 -1.5684 2.0425 1.3 1.1 0.4 0.069
H -8.0065 -5.6779 -8.0252 0.0 0.0 -0.1 0.085
H -0.4359 -2.3133 7.0719 0.1 0.1 0.0 0.075
H -0.3869 2.5210 10.2914 0.1 -0.1 0.0 0.081
H -2.1929 -4.6554 -5.7556 0.1 0.1 0.1 0.120
H 4.9542 0.7488 2.3894 -0.8 -1.0 -1.3 0.075
H 1.5284 1.4443 9.0535 -0.1 -0.1 -0.1 0.116
H -4.3582 -5.8055 -5.1689 0.0 0.2 -0.1 0.079
H -1.3231 0.5748 3.4611 2.1 0.0 -0.5 0.094
H -3.5560 -3.5425 -5.7310 0.2 0.2 0.2 0.112
H 2.0224 7.2995 2.9210 0.3 -1.0 1.2 0.058
H 1.9475 -0.2171 -0.6911 -0.4 1.7 0.0 0.083
H -1.3895 1.0892 9.9570 0.1 0.0 0.0 0.086
H 5.5477 0.5758 -0.2236 -1.9 0.2 0.7 0.097
H -0.1264 -1.7823 -3.3142 -0.1 -0.1 0.0 0.060
H -0.2376 -4.2674 4.1868 0.0 0.0 -0.2 0.062
H -8.4665 -6.6865 -9.4173 0.0 0.2 0.0 0.082
H 4.9723 4.5809 3.0097 -0.9 1.3 0.0 0.074
H 4.9306 6.0270 4.1436 -0.6 -0.4 -1.7 0.131
H 2.3938 4.6172 2.9067 0.3 0.9 1.3 0.085
H 0.0866 -6.0166 4.0603 0.0 0.1 -0.1 0.077
H -0.8615 2.1272 8.6398 0.0 0.0 0.1 0.067
H 0.4072 0.7473 -0.4503 1.7 0.1 -0.9 0.124
H -2.0957 8.8625 0.3174 1.1 -1.2 0.5 0.175
H 0.2624 -2.6838 -1.8214 -0.1 -0.1 -0.1 0.080
H -0.7034 0.3677 -2.2637 0.9 0.5 -0.5 0.076
H -4.6560 -1.8946 -9.6962 0.0 -0.1 0.0 0.074
H -1.5088 -5.3568 3.5610 0.1 0.0 -0.1 0.077
H -4.5256 -4.7385 -3.7541 0.0 0.0 -0.1 0.087
H 4.5393 6.6937 0.0659 0.2 -1.3 1.4 0.139
H -4.9207 -2.3210 -7.9707 0.0 -0.1 -0.1 0.071
H 2.0953 -7.3504 0.1890 -0.1 0.0 -0.1 0.084
H -7.2077 -5.1212 -10.9420 0.1 0.1 0.1 0.117
H -3.2184 -5.9120 -3.8279 0.0 0.1 -0.1 0.067
H 2.0389 -1.8360 1.2890 -0.5 1.6 1.1 0.098
H 5.8332 5.6769 0.8751 -1.6 -0.3 -0.1 0.099
H 1.0949 6.6019 4.3430 1.8 0.1 -0.5 0.080
H 3.0689 2.2556 3.3503 -1.1 -1.6 -0.7 0.090
H 3.9770 -0.3329 -0.4710 0.4 1.5 0.6 0.105
H 0.1468 -1.8062 5.4633 0.1 0.2 0.1 0.058
H 2.0003 -5.6502 -0.2492 0.0 -0.1 0.0 0.064
H -0.4877 -5.8705 -0.5828 0.0 0.0 0.2 0.083
H -1.5942 5.3783 -1.7070 1.7 -0.8 0.8 0.140
H 0.5670 2.4898 4.1201 0.5 -1.5 -1.0 0.090
H 4.7608 -1.0165 1.8545 -0.7 1.5 -0.4 0.119
H -8.4968 -4.3054 -10.0652 0.3 0.3 0.1 0.123
H 1.3279 -2.1794 6.7527 -0.1 0.1 0.0 0.078
H 0.9971 0.4822 10.4278 0.0 -0.3 -0.3 0.122
H -3.3667 -2.7018 -8.7584 -0.1 -0.1 -0.1 0.078
```
Positions in Å, forces in eV/Å.

Its orbital gap is 0.251 Ha. Its calculated total energy is -7251.72335 hartree. As for the structure (SMILES): CCCOCc1c(Br)c(CCc2ccccc2)c(CCO)c2c1C(=O)C(C(F)(F)C(F)F)=CC2=O.CCOS(C)(=O)=O.CCOS(C)(=O)=O.CCOS(C)(=O)=O.CCOS(C)(=O)=O. The highest occupied orbital energy comes out at -8.57 eV.